## a
# H2OSn

A molecular structure, H2OSn (wB97M-V/def2-TZVPD, the OMol25 dataset).

Computed properties:
HOMO energy = -17.44 eV
HOMO-LUMO gap = 3.05 eV
2S+1 = 1
total charge = +2

```
4
Properties=species:S:1:pos:R:3:lowdin_charge:R:1
Sn 1.95119 -2.51968 -2.54483 1.957
O -0.39028 0.59729 0.68690 -0.048
H -0.92782 1.25636 0.24769 0.042
H -0.63309 0.66603 1.61024 0.050
```



## b
# H2OSn

A molecular structure, H2OSn (wB97M-V/def2-TZVPD, the OMol25 dataset).

Computed properties:
HOMO energy = -21.64 eV
HOMO-LUMO gap = 7.63 eV
2S+1 = 1
total charge = +2

```
4
Properties=species:S:1:pos:R:3:lowdin_charge:R:1
Sn -1.46006 0.77656 -1.79786 1.941
O 0.22522 0.01636 0.69605 -0.066
H 0.44847 -0.79345 1.19388 0.111
H 0.78637 0.00053 -0.09207 0.014
```



Here is how they stack up, most stable first: b, a.



## a
# C2H12N2O2

3 unconnected molecules or ions with the total composition C2H12N2O2 (wB97M-V/def2-TZVPD, the OMol25 dataset).

Computed properties:
structure (SMILES) = NCCN.O.O
HOMO energy = -8.99 eV
HOMO-LUMO gap = 9.70 eV
2S+1 = 1
total charge = 0

```
18
Properties=species:S:1:pos:R:3:lowdin_charge:R:1
N -0.40345 0.38213 -2.16346 -0.017
C -0.08715 -1.04080 -2.08934 -0.282
C 0.68214 -1.47248 -0.82727 -0.284
N 0.32100 -0.68930 0.34452 -0.018
H 0.33437 0.90473 -1.70522 0.053
H -1.22323 0.64056 -1.63169 0.052
H 0.56787 -1.24851 -2.93261 0.095
H -1.01935 -1.57926 -2.24259 0.102
H 0.47961 -2.53533 -0.66994 0.096
H 1.75024 -1.40746 -1.01344 0.102
H -0.67255 -0.80913 0.50936 0.077
H 0.82315 -0.89088 1.19447 0.061
O -0.39741 2.50384 0.84779 -0.079
H 0.29719 3.16783 0.91778 0.036
H 0.04355 1.65211 1.02321 -0.003
O -0.16774 0.55512 3.44075 -0.066
H -0.23267 1.51950 3.38085 0.032
H -1.09558 0.34734 3.61685 0.044
```



## b
# C2H12N2O2

3 unconnected molecules or ions with the total composition C2H12N2O2 (wB97M-V/def2-TZVPD, the OMol25 dataset).

Computed properties:
structure (SMILES) = CNCN.O.O
HOMO energy = -9.43 eV
HOMO-LUMO gap = 10.12 eV
2S+1 = 1
total charge = 0

```
18
Properties=species:S:1:pos:R:3:lowdin_charge:R:1
C 1.26618 0.77465 -0.43853 -0.164
N 1.48714 -0.47669 0.23800 -0.136
C 0.15434 -0.95400 0.55360 -0.335
N -0.10692 -1.51977 1.95763 -0.041
H 1.06843 1.65821 0.25176 0.104
H 2.20058 1.15673 -0.86220 0.074
H 0.46696 0.76714 -1.20643 0.080
H 1.85058 -1.26123 -0.32595 0.120
H -0.21899 -1.75974 -0.13216 0.122
H -0.69963 -0.22339 0.50149 0.111
H -0.14118 -0.72319 2.73188 0.119
H -1.03857 -1.85850 1.83806 0.028
O -4.64906 3.57085 -3.07598 -0.045
H -4.82988 4.05840 -3.90028 0.051
H -4.79264 2.65907 -3.11924 -0.006
O 2.98862 -2.00924 1.85860 -0.078
H 2.62858 -2.58257 1.19696 0.002
H 2.36546 -1.27674 1.93279 -0.006
```



## c
# C2H12N2O2

3 unconnected molecules or ions with the total composition C2H12N2O2 (wB97M-V/def2-TZVPD, the OMol25 dataset).

Computed properties:
structure (SMILES) = NCCN.O.O
HOMO energy = -9.15 eV
HOMO-LUMO gap = 9.75 eV
2S+1 = 1
total charge = 0

```
18
Properties=species:S:1:pos:R:3:lowdin_charge:R:1
N -1.19897 0.44422 1.52365 -0.032
C -0.35387 0.42397 0.37500 -0.346
C -0.55473 1.48367 -0.74513 -0.257
N -0.47435 2.92522 -0.11669 -0.023
H -1.16659 1.21865 2.15545 0.050
H -2.15284 -0.00917 1.42875 0.102
H -0.46300 -0.58283 -0.14132 0.116
H 0.76255 0.60460 0.67462 0.128
H 0.17789 1.42069 -1.59586 0.106
H -1.55225 1.32284 -1.24357 0.095
H -1.12378 3.10242 0.61682 0.019
H -0.82256 3.43765 -0.92753 0.044
O 0.35033 -3.60875 -5.75299 -0.046
H 1.05071 -3.08294 -5.41225 0.010
H -0.19792 -3.77503 -4.97829 0.036
O 2.06252 -1.06311 4.81963 -0.125
H 2.21401 -0.34541 4.10231 0.077
H 1.13575 -0.96854 5.15985 0.046
```



Here is how they stack up, most stable first: a, c, b.



## a
# C2H5O2

2 unconnected molecules or ions with the total composition C2H5O2 (wB97M-V/def2-TZVPD, the OMol25 dataset).

Computed properties:
HOMO energy = -2.69 eV
HOMO-LUMO gap = 7.29 eV
2S+1 = 1
total charge = -1

```
9
Properties=species:S:1:pos:R:3:lowdin_charge:R:1
O 0.91197 2.70001 0.91994 -0.143
H 0.53873 2.04442 0.25212 -0.005
O 0.09145 0.53704 -0.44426 -0.213
C -0.08530 -0.69135 -0.15538 -0.535
C -0.74684 -1.67271 -0.85807 -0.136
H 0.27731 -0.96025 0.85774 0.071
H -1.55459 -1.37430 -1.52638 -0.005
H -0.91255 -2.61621 -0.33206 -0.023
H 1.47981 2.03335 1.28635 -0.011
```



## b
# C2H5O2

A gas-phase ion, C2H5O2 (charge -1) (wB97M-V/def2-TZVPD, the OMol25 dataset).

Computed properties:
structure (SMILES) = COC[O-]
HOMO energy = -2.59 eV
HOMO-LUMO gap = 7.36 eV
2S+1 = 1
total charge = -1

```
9
Properties=species:S:1:pos:R:3:lowdin_charge:R:1
C -0.17777 -0.89876 0.77243 -0.272
O -0.09739 0.48196 0.71802 -0.292
C 0.19133 0.99531 -0.81324 -0.506
O 0.41431 0.08814 -1.66746 -0.243
H -0.35770 -1.19985 1.81774 0.055
H -0.99120 -1.30884 0.15386 0.060
H 0.74183 -1.39873 0.43835 0.058
H -0.75720 1.57949 -0.89843 0.071
H 1.03378 1.66128 -0.52128 0.069
```



## c
# C2H5O2

2 unconnected molecules or ions with the total composition C2H5O2 (wB97M-V/def2-TZVPD, the OMol25 dataset).

Computed properties:
HOMO energy = -1.88 eV
HOMO-LUMO gap = 4.83 eV
2S+1 = 1
total charge = -1

```
9
Properties=species:S:1:pos:R:3:lowdin_charge:R:1
O -5.48883 1.31310 -1.57584 -0.067
H -5.34336 0.36388 -1.56401 0.030
C 2.53430 0.61110 0.54174 -0.159
C 2.55866 -0.76738 0.47100 -0.610
O 1.87565 -1.59499 1.13648 -0.232
H 3.27686 1.15315 -0.04669 -0.038
H 1.61511 1.13837 0.79117 -0.019
H 3.20224 -1.24124 -0.30941 0.057
H -4.67670 1.74797 -1.86273 0.037
```



## d
# C2H5O2

2 unconnected molecules or ions with the total composition C2H5O2 (wB97M-V/def2-TZVPD, the OMol25 dataset).

Computed properties:
HOMO energy = -2.19 eV
HOMO-LUMO gap = 6.07 eV
2S+1 = 1
total charge = -1

```
9
Properties=species:S:1:pos:R:3:lowdin_charge:R:1
O -2.73076 1.67016 -1.09328 -0.082
H -2.26651 0.92604 -0.68831 0.026
C 0.47844 -0.99517 0.39289 -0.149
C 1.74491 -0.58225 0.76606 -0.615
O 2.51277 -1.03508 1.65021 -0.213
H 0.14244 -0.59144 -0.55629 -0.039
H 0.06717 -1.83804 0.93359 -0.012
H 2.09859 0.30582 0.17730 0.057
H -2.04706 2.13998 -1.58217 0.027
```



Here is how they stack up, most stable first: a, d, c, b.



## a
# C6H9N2O2

2 unconnected molecules or ions with the total composition C6H9N2O2 (wB97M-V/def2-TZVPD, the OMol25 dataset).

Computed properties:
HOMO energy = -4.60 eV
HOMO-LUMO gap = 8.14 eV
2S+1 = 1
total charge = -1

```
19
Properties=species:S:1:pos:R:3:lowdin_charge:R:1
C -3.08435 -2.10216 1.74767 -0.116
C -0.67508 0.46570 0.86576 -0.221
C -1.28577 -1.43883 0.02841 -0.092
C -2.03057 -1.21547 1.25957 -0.340
N -0.43464 -0.38209 -0.18860 0.037
N -1.56789 0.05194 1.81560 0.056
H 0.45244 -0.48382 -0.84557 0.144
H -0.12677 1.41962 1.00794 0.117
H -1.36766 -2.16179 -0.73835 0.084
H -3.02444 -3.09505 1.25662 0.070
H -4.11243 -1.76077 1.57880 0.060
H -3.00690 -2.36737 2.84700 0.082
C 1.49792 1.92720 -2.13268 -0.057
C 2.27345 1.07104 -1.08522 -0.842
O 2.10705 -0.12984 -1.33236 -0.107
O 3.01976 1.64484 -0.33388 -0.017
H 2.18954 2.03581 -2.91518 0.035
H 1.14294 2.80091 -1.58918 0.055
H 0.68290 1.55865 -2.76216 0.052
```



## b
# C6H9N2O2

A molecular structure, C6H9N2O2 (wB97M-V/def2-TZVPD, the OMol25 dataset).

Computed properties:
HOMO energy = -3.80 eV
HOMO-LUMO gap = 7.69 eV
2S+1 = 1
total charge = -1

```
19
Properties=species:S:1:pos:R:3:lowdin_charge:R:1
C -0.68757 -0.37923 3.89714 -0.029
C -0.95851 0.31779 2.59156 -0.677
O -1.53930 -0.38899 1.65119 -0.055
O -0.56182 1.46335 2.45841 0.010
H -0.01755 -1.24991 3.85997 0.076
H -1.66085 -0.74795 4.21989 0.069
H -0.27338 0.32946 4.59611 0.062
C 1.15387 0.42298 -3.70073 -0.096
C 0.55890 -1.00032 -0.49633 -0.240
C -0.24928 0.72595 -1.53715 -0.137
C 0.59363 0.00903 -2.39380 -0.440
N -0.27890 0.05008 -0.37503 -0.031
N 1.08684 -1.06943 -1.74859 0.035
H -1.25677 -0.00203 0.55601 0.099
H 0.75284 -1.72480 0.27393 0.088
H -0.61632 1.73827 -1.66425 0.091
H 1.16334 1.49224 -3.92186 0.058
H 0.58799 -0.15616 -4.46284 0.067
H 2.20283 0.16968 -3.80361 0.052
```



Here is how they stack up, most stable first: b, a.